Computed, not measured: a structure of composition C20H23ClN2Ti at a distorted geometry, with the ωB97M-V functional and the def2-TZVPD basis.

CARTESIAN COORDINATES (ANGSTROEM)
C  -2.2781  4.9049  -2.7946
C  -2.0207  4.3708  -4.1407
C  -3.6093  4.7434  -2.1899
C  -1.3061  5.8203  -2.1773
Cl  -0.8489  1.8465  -1.0553
H  -4.2725  5.5508  -2.5435
H  -3.5818  4.8090  -1.0953
H  -4.0837  3.7949  -2.4698
H  -2.3574  5.1019  -4.8951
H  -2.5663  3.4388  -4.3325
H  -0.9537  4.1932  -4.3226
H  -1.4976  6.8482  -2.5289
H  -0.2718  5.5773  -2.4494
H  -1.3837  5.8368  -1.0833
C  -0.0789  -2.4052  -0.3955
C  -1.2590  -2.0007  0.3102
C  -2.0068  -1.1575  -0.5934
H  -1.5929  -2.4293  1.2716
C  -1.2593  -1.0522  -1.8329
C  -0.0680  -1.8304  -1.7109
H  0.6799  -2.0384  -2.5055
H  0.5743  -3.2024  -0.0423
H  -3.0265  -0.8076  -0.4190
H  -1.6075  -0.5444  -2.7439
C  1.6556  0.4069  1.7206
C  0.7057  -0.5559  2.2626
C  -0.5531  0.0911  2.3904
H  0.8751  -1.5725  2.6404
C  -0.3663  1.4369  1.9196
C  0.9974  1.6372  1.5223
H  1.5255  2.5472  1.1815
H  2.7312  0.3509  1.5375
H  -1.4241  -0.3611  2.8978
H  -1.0889  2.2266  2.0157
Ti  -0.1178  -0.0197  0.0992
N  2.4066  -6.2964  -0.4183
C  2.5649  -5.2882  0.1523
C  2.7652  -4.0521  0.8586
C  2.9002  -4.0527  2.2955
C  3.2029  -2.8594  2.8984
C  3.0472  -1.7211  2.1850
N  2.7082  -1.6928  0.8644
C  2.6210  -2.8341  0.1808
H  2.7738  -4.9726  2.8918
H  3.3579  -2.7524  3.9737
H  3.1634  -0.8104  2.7876
H  2.4807  -2.8406  -0.9352

Cartesian forces, eV/Å:
C -0.612 1.333 -0.761
C 0.449 -0.943 0.308
C 0.211 -0.896 0.584
C 0.541 -0.742 0.580
Cl 0.203 -0.043 -0.023
H 0.246 0.047 -0.124
H 0.041 0.198 -0.256
H 0.083 0.279 -0.144
H -0.057 0.116 0.246
H -0.072 0.318 0.042
H -0.197 0.252 0.041
H -0.191 -0.156 -0.126
H -0.261 0.114 -0.146
H -0.178 0.097 -0.259
C -0.781 -0.017 0.071
C -0.258 -0.245 -1.072
C 0.578 -0.630 -0.143
H 0.245 0.531 -0.742
C -0.192 -0.334 0.703
C -0.483 0.164 0.749
H -0.617 0.402 0.758
H -0.414 0.683 -0.087
H 0.534 0.169 -0.052
H 0.358 -0.131 0.734
C -0.764 0.696 0.320
C -0.122 0.617 -0.296
C 0.553 0.658 -0.084
H -0.124 0.712 -0.540
C -0.061 -0.028 0.483
C -0.615 -0.777 0.189
H -0.819 -0.641 0.116
H -0.975 -0.073 -0.103
H 0.505 0.563 -0.622
H -0.267 -0.002 -0.313
Ti 0.451 -0.013 0.013
N 0.261 2.148 1.137
C -0.204 -2.048 -1.063
C -0.598 -0.324 1.476
C 0.126 -1.076 -1.590
C -0.514 -0.678 1.247
C 0.760 0.197 -1.519
N 0.975 -0.137 0.139
C 1.462 -0.329 0.562
H 0.353 0.425 -0.631
H 0.142 -0.360 -0.321
H 0.111 -0.358 -0.832
H 0.188 0.265 1.354

**Charge**: +2
**HOMO energy**: -0.5402 Ha
**Calculated total energy**: -2194.43194 Eh
**HOMO-LUMO gap**: 6.6 eV
**LUMO energy**: -8.09 eV
**Energy relative to the best compared isomer or geometry (same formula, charge and spin)**: 1.831 eV


Computed, not measured: the ion C6H12NS with charge +1 at a distorted geometry, with the ωB97M-V functional and the def2-TZVPD basis.

CARTESIAN COORDINATES (ANGSTROEM)
C  0.6898  0.2088  0.4250
C  1.7336  -0.6515  0.4795
C  0.2777  1.6366  0.6170
C  -1.6088  1.0953  -0.7708
C  -1.3487  -0.3252  -0.7193
C  1.5800  -2.1172  0.0597
N  -1.1932  1.8263  0.4320
S  -2.0350  -1.4603  0.4294
H  2.7788  -0.3164  0.7794
H  0.4988  1.9346  1.6976
H  0.7256  2.2349  -0.3066
H  -1.1905  1.5740  -1.6863
H  -2.7138  1.2177  -0.9178
H  -0.8913  -0.8873  -1.5653
H  1.8816  -2.8148  0.9134
H  2.2358  -2.2226  -0.8105
H  0.5765  -2.3082  -0.1402
H  -1.7509  1.4459  1.3515
H  -1.4116  2.8230  0.4171
H  -1.9883  -2.5972  -0.2046

Cartesian forces, eV/Å:
C -1.086 -1.186 -1.523
C -1.013 1.370 0.197
C 2.475 0.186 -0.381
C -2.834 0.575 -2.270
C 4.617 -2.384 1.193
C 2.185 0.723 1.599
N -1.428 -1.342 3.379
S -1.080 1.371 1.234
H -1.476 -0.314 -0.059
H 0.110 0.305 -1.747
H -0.558 -0.614 2.429
H 0.196 -0.359 0.884
H 0.610 0.307 0.496
H -0.515 1.134 0.390
H -0.085 0.970 -1.255
H -0.211 -0.560 0.152
H -1.536 -0.412 -0.658
H 1.590 0.839 -2.730
H -0.044 0.045 -0.312
H 0.082 -0.654 -1.018

**Charge**: +1
**HOMO energy (spin up / spin down)**: -0.4294 / -0.4295 Ha
**Calculated total energy**: -688.34401 Eh
**HOMO-LUMO gap (spin up / spin down)**: 7.8 / 7.8 eV
**LUMO energy (spin up / spin down)**: -3.88 / -3.88 eV
**Energy relative to the best compared isomer or geometry (same formula, charge and spin)**: 4.459 eV


Q: Which formula does entry 2 have?
A: C6H12NS